No. 1
ORCA calculation (ωB97M-V/def2-TZVPD) on 2 unconnected molecules or ions with the total composition C13H20BF3NO8 in a non-equilibrium geometry.

Output
HOMO-LUMO gap = 5.23 eV
total charge = -1
total energy = -1488.411146 Eh

Each line ends with the natural charge from an NBO analysis.
CARTESIAN COORDINATES (ANGSTROEM)
1 C 1.17 -2.62 -0.95  -0.3756
2 C 0.56 -1.33 -1.17  -0.2407
3 C -1.05 -1.22 -1.40  -0.4751
4 C -1.54 -0.13 -0.33  -0.1077
5 B -0.92 -0.29 1.20  1.2504
6 O -1.08 -1.46 2.02  -0.9342
7 O -0.20 0.84 1.76  -0.9228
8 O -0.81 1.07 -0.78  -0.5224
9 C -1.54 1.88 -1.71  0.9983
10 O -1.08 2.65 -2.57  -0.5517
11 O -2.92 1.61 -1.37  -0.5401
12 C -3.01 0.49 -0.43  0.2543
13 N -4.16 -0.35 -0.88  -0.5207
14 C -5.38 0.31 -0.26  -0.4438
15 C -4.14 -1.70 -0.30  0.7356
16 C -4.70 -2.89 -1.24  -0.7334
17 O -3.79 -2.01 0.87  -0.5663
18 H 1.09 -3.50 -1.70  0.1867
19 H 1.81 -2.82 -0.01  0.2418
20 H 1.26 -0.42 -1.22  0.2669
21 H -1.47 -2.25 -1.16  0.2291
22 H -1.19 -0.89 -2.49  0.2273
23 H -1.90 -1.32 2.55  0.5008
24 H -0.78 1.38 2.33  0.4968
25 H -3.37 0.91 0.58  0.1666
26 H -5.30 1.45 -0.31  0.2326
27 H -5.39 0.05 0.87  0.1951
28 H -6.35 -0.01 -0.77  0.2208
29 H -4.75 -2.54 -2.34  0.2352
30 H -4.00 -3.81 -1.22  0.2514
31 H -5.72 -3.27 -0.87  0.2404
32 C 3.65 2.86 1.25  -0.6436
33 C 3.33 1.65 0.38  -0.0697
34 O 4.44 1.15 -0.33  -0.5854
35 C 5.37 0.25 0.35  0.3252
36 O 4.73 -0.76 0.91  -0.8974
37 C 6.35 0.99 1.33  0.9095
38 F 6.75 2.19 0.82  -0.3647
39 F 7.49 0.28 1.52  -0.3523
40 F 5.85 1.25 2.56  -0.3458
41 H 4.36 3.53 0.75  0.2046
42 H 2.74 3.41 1.49  0.1829
43 H 4.10 2.55 2.20  0.2147
44 H 2.62 1.98 -0.39  0.1539
45 H 2.81 0.87 0.95  0.1894
46 H 6.05 0.00 -0.49  0.0830

---

No. 2
ORCA calculation (ωB97M-V/def2-TZVPD) on a molecular structure, C13H20BO2OsP2S.

Output
HOMO-LUMO gap (alpha / beta) = 6.73 / 4.62 eV
spin multiplicity = 2
total charge = +2
total energy = -1853.763440 Eh

Each line ends with the natural charge from an NBO analysis.
CARTESIAN COORDINATES (ANGSTROEM)
1 Os 0.27 -0.71 1.65  0.1234
2 C -2.16 -2.08 -0.74  -0.9507
3 P -0.54 -2.30 0.00  1.0334
4 C -0.53 -3.91 0.84  -0.9599
5 C 0.72 -2.41 -1.32  -0.7254
6 C 2.10 -2.27 -0.68  -0.7499
7 P 2.14 -0.77 0.35  1.3072
8 C 3.66 -0.81 1.32  -0.9804
9 C 2.31 0.61 -0.80  -0.9772
10 H -2.39 -2.87 -1.45  0.2719
11 H -2.19 -1.11 -1.25  0.2704
12 H -2.91 -2.09 0.05  0.2692
13 H -0.65 -4.71 0.11  0.2736
14 H -1.36 -3.96 1.54  0.2714
15 H 0.40 -4.07 1.39  0.2516
16 H 0.53 -1.59 -2.02  0.2579
17 H 0.62 -3.35 -1.87  0.2761
18 H 2.88 -2.21 -1.44  0.2785
19 H 2.33 -3.13 -0.04  0.2562
20 H 4.53 -0.92 0.67  0.2807
21 H 3.64 -1.64 2.03  0.2664
22 H 3.75 0.13 1.87  0.2672
23 H 3.17 0.43 -1.44  0.2735
24 H 2.47 1.54 -0.25  0.2714
25 H 1.41 0.71 -1.41  0.2739
26 S 1.36 1.15 4.43  0.5502
27 C 0.89 0.36 3.24  -0.3487
28 O -1.09 1.98 1.51  -0.6258
29 B -0.59 0.93 0.77  0.8986
30 O -0.86 1.09 -0.58  -0.6434
31 C -1.54 2.29 -0.67  0.2243
32 C -2.04 2.91 -1.80  -0.2331
33 C -2.69 4.11 -1.58  -0.1506
34 C -2.83 4.66 -0.29  -0.1542
35 C -2.32 4.02 0.83  -0.2506
36 C -1.68 2.82 0.60  0.3014
37 H -1.93 2.49 -2.79  0.2492
38 H -3.10 4.65 -2.42  0.2480
39 H -3.34 5.60 -0.18  0.2489
40 H -2.43 4.43 1.82  0.2555

---

No. 3
ORCA calculation (ωB97M-V/def2-TZVPD) on a molecular structure, C13H20Cl2N4O6W in a non-equilibrium geometry.

Output
energy above the lowest of the compared OMol25 structures with the same formula, charge and spin = 4.962 eV
HOMO-LUMO gap = 6.66 eV
total charge = +4
total energy = -2163.779856 Eh

Each line ends with the natural charge from an NBO analysis.
CARTESIAN COORDINATES (ANGSTROEM)
1 W 0.08 -0.05 0.21  2.2055
2 N 2.17 -0.33 -0.92  -0.7684
3 C 2.26 0.69 -2.01  -0.3497
4 C 0.87 1.09 -2.49  0.6636
5 O 0.64 1.71 -3.46  -0.3605
6 N -0.15 0.63 -1.59  -0.5798
7 C -1.53 0.80 -2.10  -0.3740
8 C -2.46 0.08 -1.14  0.7709
9 O -3.62 -0.01 -1.17  -0.3509
10 O -1.67 -0.46 -0.11  -0.6425
11 H 3.04 -0.28 -0.40  0.4427
12 H 2.21 -1.23 -1.39  0.4315
13 H 2.83 0.35 -2.87  0.2944
14 H 2.75 1.59 -1.65  0.2742
15 H -1.66 0.42 -3.12  0.3162
16 H -1.81 1.86 -2.14  0.3009
17 O -0.54 -1.04 2.22  -0.6990
18 C -0.10 -2.41 2.44  -0.1179
19 C 0.17 -3.06 1.12  0.2301
20 C 0.26 -4.44 1.02  -0.2013
21 C 0.44 -5.02 -0.23  -0.0229
22 C 0.44 -4.19 -1.36  -0.1969
23 C 0.36 -2.84 -1.19  0.0327
24 N 0.29 -2.25 0.04  -0.5357
25 H -1.26 -0.86 2.84  0.5571
26 H -0.89 -2.97 2.95  0.2620
27 H 0.78 -2.39 3.09  0.2532
28 H 0.18 -5.05 1.90  0.2846
29 H 0.53 -6.09 -0.33  0.2897
30 H 0.50 -4.61 -2.35  0.2924
31 H 0.33 -2.17 -2.04  0.2193
32 Cl -2.82 4.04 3.26  0.4415
33 C -3.08 3.21 1.91  -0.0737
34 Cl -1.08 1.78 1.43  -0.2943
35 H -2.92 3.70 0.95  0.2571
36 H -3.70 2.32 1.95  0.2603
37 N 3.26 3.61 2.12  -0.6672
38 C 2.96 2.19 2.47  -0.3496
39 C 2.02 1.51 1.51  0.8007
40 O 1.66 0.30 1.74  -0.6666
41 O 1.57 2.05 0.48  -0.6326
42 H 3.45 4.17 2.96  0.4809
43 H 2.48 4.05 1.61  0.4643
44 H 4.08 3.70 1.52  0.4699
45 H 2.50 2.14 3.47  0.2919
46 H 3.89 1.62 2.55  0.2960